75
Properties=species:S:1:pos:R:3:forces:R:3 method="wB97M-V/def2-TZVPD" e_homo_ev=-3.99 relative_energy_kj_mol=6.6 homo_lumo_gap_ev=6.21 charge=-1 e_lumo_ha=0.0815
Ba 1.0985 0.1550 -0.1716 0.16 -0.17 -0.07
O 6.4620 2.3232 -2.1058 -0.46 0.11 0.05
C 5.6714 1.2384 -1.9166 0.09 0.09 -0.06
C 4.8288 0.7828 -2.9273 -0.17 0.07 0.06
C 3.8956 -0.1811 -2.6175 0.06 -0.03 0.01
N 3.7832 -0.7392 -1.4013 -0.02 -0.03 -0.10
C 4.6758 -0.3633 -0.5109 0.07 0.05 0.10
Br 4.4359 -1.1097 1.2335 -0.03 0.02 0.01
C 5.6521 0.5914 -0.6853 0.13 -0.02 -0.08
H 5.8281 3.0482 -2.3749 0.26 -0.24 0.12
H 4.8246 1.2716 -3.8906 -0.01 -0.01 0.00
H 3.1741 -0.5038 -3.3568 -0.02 0.02 0.01
H 6.2886 0.9183 0.1218 -0.02 0.02 0.01
S 3.6996 4.0087 -2.6101 0.08 -0.05 -0.02
C 2.7099 2.9298 -1.7521 0.02 -0.10 -0.15
S 2.9953 2.5936 -0.0852 -0.05 0.14 0.16
S 1.4139 2.1200 -2.5771 -0.09 0.05 0.01
C 1.3265 -3.2853 -1.0073 -0.03 0.01 -0.05
Si 0.7028 -3.5253 0.7543 -0.09 0.05 -0.01
C -0.7371 -4.7597 0.6836 -0.01 0.01 0.01
C 2.1083 -4.3505 1.7018 0.02 -0.03 -0.02
N 0.2222 -1.9874 1.3229 -0.02 0.00 -0.01
C -0.4764 -1.8205 2.4792 -0.02 0.01 0.00
C -0.6957 -2.8085 3.4668 0.01 0.00 0.00
C -1.3968 -2.5641 4.6386 0.00 0.00 -0.01
C -1.9327 -1.3143 4.9003 0.00 0.00 -0.01
C -1.7665 -0.3101 3.9482 0.00 0.00 0.01
C -1.0729 -0.5688 2.7880 -0.01 -0.01 -0.03
O -0.9397 0.4067 1.7847 0.14 -0.05 -0.02
C -1.0137 1.7391 2.1379 0.05 0.11 0.02
C 0.1546 2.4041 2.4753 0.01 0.02 0.00
C 0.1274 3.7758 2.6799 -0.04 0.01 0.00
C -1.0704 4.4682 2.5791 0.00 -0.01 0.00
C -2.2421 3.7872 2.2716 0.01 0.00 0.00
C -2.2178 2.4194 2.0454 -0.02 -0.01 0.00
H 1.5869 -4.2533 -1.4454 0.01 0.01 0.01
H 2.2249 -2.6629 -1.0657 -0.01 -0.01 0.00
H 0.5538 -2.8487 -1.6521 -0.01 0.01 0.03
H -0.6076 -5.5906 1.3818 0.00 0.01 0.00
H -0.8406 -5.1846 -0.3185 0.01 0.00 0.00
H -1.6768 -4.2613 0.9352 0.00 0.00 -0.01
H 2.3393 -5.3280 1.2668 0.00 0.00 0.01
H 1.8638 -4.5029 2.7554 0.00 0.00 -0.01
H 3.0125 -3.7409 1.6519 0.00 0.00 0.01
H -0.2788 -3.7957 3.3050 0.00 0.01 0.00
H -1.5148 -3.3662 5.3583 0.00 0.00 0.00
H -2.4696 -1.1128 5.8175 0.00 0.00 0.00
H -2.1784 0.6770 4.1174 0.00 0.00 0.00
H 1.0843 1.8536 2.5631 0.00 0.01 -0.02
H 1.0493 4.2993 2.8940 0.00 0.00 0.00
H -1.0899 5.5398 2.7279 0.00 0.00 0.00
H -3.1775 4.3263 2.1904 0.00 0.00 0.00
H -3.1155 1.8697 1.7933 0.00 0.00 0.00
C -2.8618 0.7443 -4.5633 0.00 0.00 0.00
C -1.5989 0.5999 -3.7201 0.00 0.01 -0.02
P -1.7959 0.5000 -1.8919 0.02 -0.06 0.05
C -3.0919 -0.7968 -1.6858 -0.01 0.00 -0.01
C -3.2201 -1.2285 -0.2238 0.00 0.00 0.00
C -2.7650 2.0153 -1.4939 0.00 0.00 0.00
C -1.9226 3.2888 -1.4626 -0.02 0.00 -0.01
H -2.6103 0.7748 -5.6252 0.00 0.00 0.00
H -3.3971 1.6661 -4.3322 0.00 0.00 0.00
H -3.5494 -0.0896 -4.4103 0.00 0.00 0.00
H -0.9091 1.4283 -3.9033 0.00 -0.01 0.00
H -1.0518 -0.3026 -4.0090 0.00 0.00 0.00
H -2.7895 -1.6511 -2.3000 0.01 0.00 0.00
H -4.0522 -0.4467 -2.0770 0.00 0.00 0.00
H -2.2712 -1.6085 0.1616 0.00 0.00 -0.01
H -3.5099 -0.3915 0.4151 -0.01 0.01 0.01
H -3.9749 -2.0084 -0.1074 -0.01 0.00 0.00
H -3.2138 1.8361 -0.5135 0.01 0.00 0.01
H -3.5952 2.1100 -2.1996 -0.01 0.00 0.00
H -1.1311 3.2260 -0.7151 0.02 -0.01 0.01
H -2.5428 4.1557 -1.2243 0.00 -0.01 0.00
H -1.4278 3.4708 -2.4169 0.00 0.00 -0.01


4
Properties=species:S:1:pos:R:3:forces:R:3 method="wB97M-V/def2-TZVPD" e_homo_ev=-16.17 relative_energy_kj_mol=27.4 homo_lumo_gap_ev=12.14 charge=+1 e_lumo_ha=-0.1480
Cs -1.2056 -1.8356 1.1725 0.11 -0.07 0.19
O 0.5000 0.4576 -0.0457 -0.32 -0.56 0.42
H 0.9900 1.0975 -0.5621 0.29 0.25 -0.10
H -0.2845 0.2805 -0.5647 -0.07 0.38 -0.50


112
Properties=species:S:1:pos:R:3:forces:R:3 method="wB97M-V/def2-TZVPD" e_homo_ev="-9.56 / -9.56" relative_energy_kj_mol=0.0 homo_lumo_gap_ev="3.98 / 3.98" charge=+1 e_lumo_ha="-0.2051 / -0.2051"
Y -0.9896 0.1413 0.7491 0.49 -0.23 0.07
N -4.5711 2.2398 -0.9925 -0.02 0.01 -0.02
C -3.7486 1.3206 -0.5006 -0.03 0.02 0.08
N -2.9659 1.5047 0.5244 -0.24 0.13 -0.33
C -2.9189 2.7602 1.1278 0.02 -0.05 0.08
N -2.1350 2.9959 2.1306 -0.01 0.06 0.06
N -1.4036 1.8767 2.4632 0.06 -0.06 -0.12
C -0.9131 1.8207 3.6362 0.00 -0.01 -0.11
C -0.3460 0.5358 4.0762 -0.04 0.02 -0.01
C 0.0458 0.3444 5.3893 -0.03 0.01 0.00
C 0.3538 -0.9418 5.8126 0.05 0.02 -0.01
C 0.2341 -1.9832 4.9141 0.04 -0.03 0.00
C -0.1396 -1.6990 3.6066 -0.05 0.02 -0.02
N -0.3990 -0.4685 3.1809 0.01 0.08 0.10
C -3.7928 3.8130 0.6259 -0.01 0.03 -0.02
C -3.8211 5.0950 1.1808 0.01 0.00 -0.01
C -4.6554 6.0563 0.6549 0.00 0.01 0.01
C -5.4761 5.7538 -0.4336 -0.01 0.00 -0.01
C -5.4647 4.4941 -0.9940 0.01 0.00 0.00
C -4.6187 3.5285 -0.4584 0.00 0.01 0.01
H -5.1131 2.0230 -1.8137 -0.01 -0.01 0.01
H -3.7367 0.3526 -0.9901 0.02 0.00 -0.02
H -1.0216 2.6437 4.3386 -0.02 0.01 -0.01
H 0.0740 1.1822 6.0729 0.01 0.00 0.00
H 0.6663 -1.1240 6.8315 -0.01 0.00 0.01
H 0.4297 -3.0044 5.2094 -0.01 0.00 -0.01
H -0.2732 -2.4835 2.8737 0.04 -0.02 -0.01
H -3.1758 5.3077 2.0210 0.00 0.00 0.00
H -4.6763 7.0484 1.0840 0.00 0.00 0.00
H -6.1295 6.5124 -0.8427 0.00 0.00 0.00
H -6.1011 4.2541 -1.8368 0.00 0.00 0.00
C -3.8038 -0.3937 3.2379 -0.03 -0.01 -0.02
Si -3.7963 -1.7388 1.9246 0.00 -0.02 0.08
C -5.4203 -1.5402 0.9866 0.00 -0.03 0.01
C -3.8330 -3.3780 2.8361 -0.01 0.03 0.00
N -2.3591 -1.6237 0.9529 -0.10 0.04 -0.02
C -1.9573 -2.7332 0.2142 0.13 -0.16 -0.12
C -2.8331 -3.6407 -0.3985 0.00 0.04 0.07
C -2.3870 -4.7378 -1.1176 -0.04 -0.02 0.01
C -1.0329 -4.9756 -1.2667 0.03 -0.02 -0.02
C -0.1241 -4.0907 -0.7011 -0.03 0.03 0.03
C -0.5893 -3.0019 0.0092 -0.08 -0.05 -0.07
O 0.2969 -2.0429 0.5642 0.11 -0.05 0.06
C 1.6619 -2.2959 0.4017 -0.03 -0.03 -0.10
C 2.2792 -1.9381 -0.7874 -0.06 0.03 0.02
C 3.6376 -2.1666 -0.9429 0.01 -0.01 0.01
C 4.3697 -2.7609 0.0807 0.01 0.00 -0.01
C 3.7373 -3.1184 1.2624 -0.02 0.00 0.00
C 2.3743 -2.8876 1.4282 0.04 -0.07 0.02
H -4.6876 -0.5576 3.8613 0.00 0.01 0.00
H -3.8770 0.6196 2.8402 0.01 -0.01 0.00
H -2.9346 -0.4494 3.8949 0.00 -0.01 0.00
H -6.2275 -1.3781 1.7063 -0.01 -0.01 -0.01
H -5.6836 -2.4237 0.4022 0.00 0.01 0.00
H -5.4211 -0.6846 0.3071 0.01 0.00 0.02
H -4.7901 -3.5163 3.3450 0.01 0.01 0.00
H -3.0493 -3.4032 3.5987 0.00 0.00 -0.01
H -3.6805 -4.2316 2.1747 -0.01 0.00 0.00
H -3.8974 -3.4681 -0.3054 0.01 0.01 -0.01
H -3.1093 -5.4084 -1.5647 0.00 0.00 0.00
H -0.6764 -5.8305 -1.8241 0.00 0.00 0.00
H 0.9375 -4.2544 -0.8221 -0.02 -0.02 0.00
H 1.6769 -1.5002 -1.5731 0.01 0.00 0.00
H 4.1182 -1.9037 -1.8778 0.00 0.01 0.01
H 5.4251 -2.9675 -0.0520 -0.01 0.00 -0.01
H 4.2971 -3.5934 2.0583 -0.01 0.00 0.00
H 1.8751 -3.1893 2.3387 -0.02 0.02 0.01
F 4.0139 1.4466 -0.2758 0.00 -0.01 0.00
C 5.0983 0.8552 0.2050 -0.03 0.08 -0.08
C 6.2257 0.8640 -0.5174 -0.04 0.04 -0.06
F 6.2174 1.4418 -1.7062 -0.01 -0.01 0.02
C 7.4627 0.2688 -0.0427 0.05 0.00 -0.04
C 7.3797 -0.2963 1.2936 0.03 -0.04 0.07
C 6.2485 -0.2956 2.0137 0.04 -0.03 0.09
F 6.2453 -0.8575 3.2135 0.04 0.02 -0.04
C 5.0064 0.2477 1.5117 -0.06 -0.05 0.03
C 3.8298 0.1481 2.1900 0.11 -0.06 -0.05
C 2.5621 0.4521 1.6066 -0.12 0.04 -0.18
N 1.5002 0.5490 1.1865 -0.04 0.17 0.24
C 3.7013 -0.4197 3.4976 0.04 0.02 0.13
N 3.5365 -0.8408 4.5535 -0.09 -0.02 -0.01
F 8.4604 -0.8527 1.8071 0.00 0.01 0.00
C 8.5995 0.2411 -0.7864 -0.07 0.00 0.04
C 9.8320 -0.3376 -0.3400 0.06 -0.08 0.04
N 10.8471 -0.7955 -0.0605 0.00 0.02 0.00
C 8.6932 0.7762 -2.1128 0.00 0.08 -0.08
N 8.8428 1.1850 -3.1752 -0.01 -0.02 0.00
C 2.4778 1.3578 -2.8000 0.00 0.04 0.02
C 1.5801 1.2742 -4.0139 0.00 -0.02 0.01
C 1.5610 -0.1004 -4.6528 -0.01 0.00 -0.02
O 0.2243 1.7141 -3.7262 -0.04 -0.03 -0.01
P -0.7149 1.4343 -2.4775 -0.04 0.22 0.16
S -0.2789 2.5279 -0.8743 0.06 -0.16 -0.10
S -0.8601 -0.5092 -2.0235 -0.08 0.05 0.04
O -2.1012 1.9892 -3.0362 -0.01 0.01 0.05
C -2.6800 1.8295 -4.3660 0.01 0.00 -0.01
C -2.5100 0.4349 -4.9343 -0.01 0.01 0.00
C -2.1676 2.9213 -5.2836 0.00 0.00 0.01
H 3.4985 1.1128 -3.0999 0.00 0.00 0.00
H 2.1618 0.6566 -2.0262 0.00 -0.01 0.00
H 2.4692 2.3592 -2.3720 0.00 -0.01 -0.01
H 1.9101 2.0055 -4.7528 0.00 0.01 0.01
H 1.2253 -0.8623 -3.9495 0.00 0.01 0.01
H 2.5668 -0.3513 -4.9935 0.00 0.00 0.00
H 0.8990 -0.1154 -5.5186 0.01 0.00 0.00
H -3.7434 2.0018 -4.1778 0.00 0.01 0.00
H -1.4627 0.2173 -5.1412 0.00 0.00 0.00
H -3.0615 0.3750 -5.8735 0.00 0.00 0.00
H -2.8924 -0.3264 -4.2558 0.00 0.00 0.00
H -1.1198 2.7606 -5.5293 0.01 0.00 0.00
H -2.2702 3.8972 -4.8098 0.00 0.00 0.00
H -2.7475 2.9204 -6.2077 0.00 0.00 0.00


55
Properties=species:S:1:pos:R:3:forces:R:3 method="wB97M-V/def2-TZVPD" e_homo_ev=-9.70 smiles="CC[C@H](Cl)[C@@H]1[C@@H](c2ccccn2)O[C@@](Br)(CCCO)[C@]1(CCC(=O)O)CON=O" homo_lumo_gap_ev=9.98 e_lumo_ha=0.0106
C -1.5571 3.2208 3.0324 0.18 -0.13 0.27
C -0.3259 2.8187 2.2231 -0.21 0.23 0.11
C -0.4901 2.6959 0.6917 0.44 -0.19 0.50
Cl -2.0785 3.3356 0.1221 -0.11 0.11 -0.07
C -0.3279 1.2883 0.0999 -0.49 0.12 -0.65
C -0.9920 0.1080 0.8341 -0.24 0.00 -0.28
C -2.4122 -0.1613 0.4021 0.03 -0.01 0.02
C -2.7197 -0.6245 -0.8734 -0.18 -0.04 -0.03
C -4.0507 -0.8122 -1.2056 0.10 0.05 0.07
C -5.0248 -0.5428 -0.2546 0.12 -0.03 -0.12
C -4.6127 -0.1065 0.9954 -0.18 -0.03 -0.14
N -3.3386 0.0840 1.3237 0.00 -0.01 0.02
O -0.1920 -1.0190 0.4471 0.05 0.12 0.15
C 1.1230 -0.6131 0.4030 0.15 0.00 0.09
Br 1.6691 -0.3467 2.3561 0.09 0.05 -0.10
C 2.0468 -1.7357 -0.1009 -0.36 -0.38 0.01
C 1.3265 -3.0172 -0.5778 0.28 0.03 -0.33
C 1.3401 -4.1342 0.4507 -0.11 -0.01 0.30
O 0.5728 -3.8184 1.6045 0.14 -0.07 0.03
C 1.0797 0.7543 -0.3638 -0.26 0.02 0.58
C 0.9085 0.5764 -1.9029 0.43 -0.25 -0.05
C 2.0977 0.1107 -2.7697 -0.32 0.21 -0.18
C 1.9745 -1.2458 -3.4323 0.34 -0.17 -0.16
O 2.9219 -1.8333 -3.8746 -0.17 -0.04 0.30
O 0.7013 -1.7379 -3.5394 -0.10 0.33 0.52
C 2.2622 1.7103 -0.2005 0.14 0.03 -0.06
O 2.3927 2.3299 1.0713 -0.12 0.08 -0.02
N 3.6761 2.1060 1.6071 0.03 -0.08 -0.07
O 3.7834 2.6151 2.6442 0.01 0.07 0.09
H -2.4030 2.5566 2.8575 -0.05 0.08 -0.10
H -1.2988 3.1402 4.0911 -0.02 0.00 0.00
H -1.8454 4.2566 2.8580 -0.13 -0.08 -0.15
H 0.0409 1.8743 2.6181 0.11 -0.01 -0.10
H 0.4605 3.5490 2.4125 0.03 -0.05 -0.01
H 0.2365 3.3562 0.2240 -0.05 -0.04 -0.13
H -0.9110 1.3530 -0.8202 0.17 0.05 -0.08
H -1.0344 0.2250 1.9168 0.34 -0.11 0.04
H -1.9520 -0.8464 -1.6028 0.11 0.06 0.09
H -4.3113 -1.1568 -2.1978 -0.08 -0.02 0.02
H -6.0725 -0.6735 -0.4875 -0.02 0.01 0.10
H -5.3472 0.0932 1.7666 0.03 0.05 0.06
H 2.6875 -1.3685 -0.8938 0.03 0.17 -0.05
H 2.7128 -2.0366 0.7037 0.05 0.13 -0.03
H 1.8794 -3.3984 -1.4462 -0.03 -0.01 0.00
H 0.3053 -2.8001 -0.8928 -0.04 -0.04 0.04
H 1.0055 -5.0770 0.0099 -0.04 0.04 -0.10
H 2.3667 -4.2916 0.7940 0.01 0.00 -0.05
H -0.2688 -4.2767 1.5633 -0.07 0.08 -0.04
H 0.6178 1.5655 -2.2612 -0.12 -0.03 0.03
H 0.0706 -0.0876 -2.0972 -0.06 0.02 0.08
H 3.0539 0.0999 -2.2550 0.07 0.04 -0.02
H 2.2259 0.8159 -3.5963 0.04 -0.02 0.00
H 0.6752 -2.6079 -3.1204 0.06 -0.24 -0.43
H 3.2067 1.2101 -0.4307 -0.03 -0.08 0.05
H 2.1450 2.5202 -0.9264 -0.03 -0.04 -0.04


18
Properties=species:S:1:pos:R:3:forces:R:3 method="wB97M-V/def2-TZVPD" e_homo_ev=-9.47 relative_energy_kj_mol=239.9 smiles="CC(C)[C@H](N)C=O" homo_lumo_gap_ev=10.36 e_lumo_ha=0.0327
C -0.2271 0.5572 -1.8240 2.14 -2.84 2.50
C -0.4816 -0.1952 -0.4656 0.91 1.13 0.83
C 0.1439 -1.5736 -0.5890 0.08 -1.16 0.98
C 0.1280 0.7203 0.7543 -1.16 -0.03 -1.89
N 1.5778 0.5432 0.9803 -0.39 -1.86 -1.86
C -0.9183 0.6574 1.9136 1.67 0.83 -2.50
O -2.0073 1.1218 1.7546 -0.52 -0.12 0.34
H 0.8190 0.9513 -1.6295 -1.04 -0.58 -1.50
H -0.5218 -0.1258 -2.6309 0.98 0.34 -0.16
H -0.8967 1.2973 -1.7873 -2.30 3.35 -0.35
H -1.5627 -0.2818 -0.2586 0.46 0.04 -0.17
H 0.3010 -2.1368 0.4457 -0.35 1.09 -2.18
H 1.1439 -1.5044 -1.1488 -1.49 -0.42 0.73
H -0.6634 -2.1006 -1.1817 1.48 -0.13 0.44
H 0.0094 1.7594 0.3758 -0.13 -0.45 0.27
H 1.9645 -0.3569 0.5468 -1.04 1.68 0.70
H 1.7340 0.4192 1.9374 0.50 -0.02 1.86
H -0.5425 0.2481 2.8070 0.19 -0.85 1.95


9
Properties=species:S:1:pos:R:3:forces:R:3 method="wB97M-V/def2-TZVPD" e_homo_ev=-8.50 relative_energy_kj_mol=351.1 homo_lumo_gap_ev=8.22 e_lumo_ha=-0.0105
C -1.0418 0.8280 1.0279 -0.60 -1.13 -1.49
C -0.2237 0.0619 -0.1184 -1.01 0.93 2.85
H -2.1136 0.0924 1.5009 3.69 2.72 -1.60
H -0.2241 1.0932 1.7600 -1.71 0.06 -0.26
H -1.3156 1.7173 0.1838 -0.29 -1.26 4.39
H -0.2943 -0.0203 -2.0648 -1.48 1.87 1.01
H -1.2050 1.6509 -1.0726 1.45 -5.03 -2.03
N -0.8417 0.4284 -1.2448 1.14 1.62 -2.22
S 1.1649 -0.8045 0.1843 -1.18 0.22 -0.64